Computed, not measured: C31H53BCrF3N6O4PSe2 as an isolated structure, with ωB97M-V/def2-TZVPD.

Calculated values
total charge: -1
expectation value of S²: 4.0284
M: 882.50 u
2S+1: 4
ΔE to the lowest compared entry with this formula, charge and spin: 130.70 kJ/mol
LUMO level (alpha / beta): 0.0311 / 0.0798 Eh

Cartesian coordinates (Å):
Cr -0.683 -0.338 1.873
C -1.105 0.492 -1.751
C -2.198 0.741 -0.775
C -3.487 1.235 -1.093
C -4.042 1.669 0.121
C -5.259 2.587 0.310
N -3.204 1.341 1.105
N -1.974 0.843 0.530
B -3.342 1.433 2.705
N -3.522 -0.013 3.332
N -2.471 -0.943 3.065
C -3.051 -2.171 3.269
C -2.264 -3.417 3.293
C -4.346 -1.992 3.783
C -4.661 -0.591 3.714
C -5.865 0.166 4.225
N -2.035 1.916 3.230
N -0.781 1.436 2.849
C 0.179 2.016 3.621
C 1.640 1.862 3.346
C -0.486 2.759 4.593
C -1.853 2.593 4.386
C -3.008 3.130 5.244
H -1.455 0.812 -2.725
H -0.836 -0.562 -1.886
H -0.248 1.061 -1.495
H -3.818 1.477 -2.090
H -5.472 3.035 -0.651
H -4.958 3.311 1.083
H -6.076 1.979 0.576
H -4.273 2.185 2.899
H -1.245 -3.143 3.258
H -2.554 -4.062 2.475
H -2.453 -4.019 4.219
H -4.952 -2.769 4.223
H -6.726 -0.500 4.274
H -6.148 0.938 3.484
H -5.623 0.557 5.244
H 1.905 1.687 2.284
H 1.938 0.948 3.843
H 2.154 2.704 3.819
H -0.087 3.441 5.340
H -2.594 3.802 6.042
H -3.598 2.353 5.771
H -3.698 3.737 4.629
O -0.918 -5.772 -0.177
C -0.794 -5.157 -1.450
C -1.733 -3.910 -1.510
C -1.735 -3.369 -2.926
O -0.475 -2.898 -3.238
C -3.158 -4.372 -1.296
Se -4.591 -2.994 -1.252
C -1.490 -2.834 -0.440
Se 0.259 -1.929 0.049
H -0.130 -6.349 -0.075
H -1.094 -5.885 -2.214
H 0.245 -4.831 -1.635
H -2.428 -2.480 -2.919
H -2.156 -4.084 -3.684
H -0.450 -2.676 -4.186
H -3.278 -4.953 -0.398
H -3.502 -5.023 -2.113
H -1.752 -3.199 0.609
H -2.221 -2.018 -0.741
F 3.167 -0.816 4.927
C 2.666 -1.861 4.126
F 3.129 -2.992 4.653
F 3.255 -1.738 2.875
C 1.148 -1.843 4.064
O 0.472 -2.428 4.888
O 0.734 -1.194 2.985
C 3.833 0.197 -5.718
C 3.801 1.613 -5.055
C 2.753 2.525 -5.697
P 3.607 1.499 -3.182
C 4.626 2.969 -2.586
C 5.633 3.595 -3.593
C 3.645 4.035 -2.017
C 4.581 0.036 -2.585
C 6.074 0.080 -2.960
C 4.200 -0.051 -1.072
H 3.716 0.313 -6.795
H 3.184 -0.571 -5.325
H 4.812 -0.250 -5.619
H 4.787 2.063 -5.259
H 3.154 3.017 -6.525
H 2.223 3.213 -5.033
H 1.994 1.850 -6.166
H 5.187 2.650 -1.726
H 5.155 3.920 -4.546
H 6.405 2.871 -3.844
H 6.214 4.418 -3.129
H 3.204 4.414 -2.875
H 4.103 4.811 -1.404
H 2.919 3.501 -1.470
H 4.107 -0.836 -3.138
H 6.646 0.420 -2.077
H 6.307 0.660 -3.825
H 6.386 -0.966 -3.131
H 4.474 0.909 -0.600
H 4.630 -0.873 -0.510
H 3.105 -0.153 -1.051

Mulliken population analysis, charges in e, atoms 1 to 8: number 1, Cr, carries 0.2075; number 2, C, carries -1.3487; number 3, C, carries 1.3249; number 4, C, carries -1.5874; number 5, C, carries 0.8800; number 6, C, carries -1.5187; number 7, N, carries -0.0093; number 8, N, carries 0.7849